DFT (ωB97M-V/def2-TZVPD) results for a structure of composition C28H17BrClN6O9W.

Last column: natural (NBO) charge in e.
Geometry (Å):
W: 0.897 -0.466 0.132  1.8353
Cl: 0.958 2.872 6.577  0.2041
C: 0.806 2.405 4.947  0.0106
C: 1.282 3.259 3.931  -0.1390
C: 1.201 2.896 2.607  -0.1667
C: 0.690 1.638 2.244  0.3522
O: 0.677 1.235 0.983  -0.5295
C: 0.148 0.786 3.264  -0.1425
C: -0.561 -0.393 2.895  0.2296
N: -0.494 -0.932 1.701  -0.4904
C: -1.373 -1.980 1.339  0.1562
C: -2.094 -2.782 2.206  -0.1429
C: -2.963 -3.764 1.713  -0.1809
C: -3.104 -3.973 0.366  -0.1046
C: -2.358 -3.206 -0.558  -0.0280
C: -2.401 -3.412 -1.951  -0.0205
C: -1.622 -2.627 -2.775  -0.2598
C: -0.816 -1.638 -2.214  0.1390
N: -0.731 -1.408 -0.897  -0.5535
C: -1.491 -2.194 -0.064  0.1464
C: 0.206 1.199 4.604  -0.1574
H: 1.726 4.208 4.202  0.2782
H: 1.560 3.559 1.832  0.2590
H: -1.247 -0.808 3.632  0.2403
H: -1.990 -2.685 3.276  0.2420
H: -3.524 -4.356 2.419  0.2684
H: -3.784 -4.722 -0.007  0.2598
H: -3.042 -4.184 -2.353  0.2631
H: -1.624 -2.768 -3.845  0.2798
H: -0.203 -1.007 -2.856  0.2385
H: -0.189 0.563 5.380  0.2637
O: 2.745 3.198 -4.705  -0.5772
C: 2.462 2.504 -3.650  0.4532
C: 3.374 1.703 -2.929  -0.3055
C: 2.938 0.979 -1.850  0.1043
N: 1.648 0.966 -1.426  -0.5872
C: 0.797 1.777 -2.093  0.1813
Br: -0.976 1.728 -1.374  0.1934
C: 1.128 2.547 -3.170  -0.3125
H: 3.668 3.170 -5.014  0.5284
H: 4.412 1.651 -3.222  0.2648
H: 3.637 0.372 -1.280  0.2272
H: 0.407 3.174 -3.672  0.2872
O: 3.450 -1.292 1.304  -0.0402
N: 2.548 -0.546 1.039  0.1490
O: 1.204 -2.616 0.393  -0.6253
C: 1.758 -2.705 -0.746  0.8055
O: 1.860 -1.602 -1.385  -0.6507
C: 2.122 -3.981 -1.363  -0.1538
C: 2.002 -4.089 -2.750  -0.1374
C: 2.201 -5.316 -3.355  0.0343
C: 2.592 -6.434 -2.628  -0.1015
C: 2.718 -6.296 -1.252  0.0284
C: 2.466 -5.099 -0.602  -0.1201
N: 3.084 -7.475 -0.415  0.5394
O: 3.390 -8.466 -1.000  -0.2992
O: 3.014 -7.288 0.768  -0.3496
N: 1.900 -5.415 -4.803  0.5367
O: 1.183 -4.536 -5.216  -0.3793
O: 2.359 -6.338 -5.396  -0.2846
H: 1.722 -3.237 -3.354  0.2605
H: 2.765 -7.388 -3.114  0.3058
H: 2.567 -5.042 0.474  0.2741

Forces on the atoms, in the same order (eV/Å):
W 0.0 0.0 -0.9
Cl -0.1 -0.1 -0.4
C -0.1 -0.1 0.2
C 0.0 0.0 -0.4
C 0.1 0.1 -0.1
C -0.5 -0.2 0.2
O 0.8 0.4 1.4
C 0.2 0.2 0.2
C 0.1 0.2 -0.2
N 0.1 -0.1 0.1
C -0.4 -0.5 -0.6
C 0.2 0.2 -0.2
C -0.1 0.0 0.0
C 0.1 0.1 0.1
C 0.4 0.5 0.2
C 0.1 0.2 0.2
C 0.0 0.1 0.2
C 0.1 0.2 -0.3
N -0.4 -0.6 0.3
C -0.4 -0.1 0.4
C 0.0 -0.1 -0.3
H 0.0 0.0 0.0
H 0.0 0.0 0.0
H 0.0 0.0 -0.1
H 0.0 0.0 0.1
H 0.0 -0.1 0.0
H -0.1 -0.1 0.0
H 0.0 -0.1 -0.1
H 0.0 0.1 -0.1
H -0.1 -0.2 0.1
H -0.1 -0.1 0.1
O 0.1 0.5 -0.7
C -0.3 -0.8 1.1
C -0.1 0.1 0.0
C 0.1 -0.1 0.1
N -0.1 -0.1 -0.1
C -0.5 -0.3 0.5
Br 0.1 0.5 -0.8
C 0.2 0.1 -0.2
H -0.2 -0.1 0.2
H 0.1 0.0 0.0
H -0.1 0.1 -0.2
H -0.1 0.0 0.0
O -3.3 3.7 -0.4
N 3.6 -4.1 0.4
O 0.1 1.1 0.5
C 0.2 -1.2 -0.9
O 0.2 0.3 0.4
C 0.0 -0.1 -0.2
C 0.0 0.0 0.0
C 0.1 0.1 0.6
C 0.0 0.0 0.0
C -0.1 0.5 -0.2
C 0.0 -0.1 0.1
N -0.3 1.0 -0.6
O 0.3 -0.9 -0.3
O 0.1 -0.2 1.0
N 0.2 0.2 1.0
O -0.4 0.4 -0.7
O 0.2 -0.6 -0.5
H 0.0 -0.1 0.0
H 0.0 0.0 0.0
H -0.1 -0.1 0.0

Summary:
frontier orbital gap (alpha / beta)	4.38 / 4.49	eV
total charge	+3

=====

DFT (ωB97M-V/def2-TZVPD) results for a structure of composition C3H6N2S.

Last column: natural (NBO) charge in e.
Geometry (Å):
C: -0.067 -0.411 1.175  0.4601
C: 0.433 0.192 -0.194  -0.5245
C: 0.856 -0.519 -1.379  -0.4810
H: -1.600 0.958 1.410  0.3590
H: -0.868 0.215 2.968  0.3787
H: 0.506 -2.181 0.853  0.3587
H: 1.207 0.994 -0.163  0.2405
H: 2.111 -0.326 -1.548  0.2144
H: 0.507 -1.416 -1.754  0.2276
N: -0.451 0.753 2.039  -0.8002
N: -0.022 -1.619 1.451  -0.6671
S: -0.368 0.766 -1.488  0.2338

Forces on the atoms, in the same order (eV/Å):
C 0.8 3.3 -2.0
C 3.2 -0.4 5.6
C 4.9 1.2 -0.9
H 4.3 -0.3 2.6
H 1.3 1.8 -2.7
H 0.6 -0.9 -1.6
H -0.2 -0.9 2.0
H -3.9 -0.5 -0.2
H -0.6 -1.9 -0.1
N -6.0 -3.6 -0.6
N -0.9 0.5 2.8
S -3.5 1.7 -4.8

Summary:
frontier orbital gap	9.24	eV
total charge	0

=====

DFT (ωB97M-V/def2-TZVPD) results for a structure of composition C21H31BeO4.

Last column: natural (NBO) charge in e.
Geometry (Å):
O: 3.514 5.825 -3.291  -0.5493
C: 3.568 5.892 -4.756  -0.0631
C: 4.585 7.037 -4.745  -0.4588
H: 2.593 6.161 -5.191  0.1796
H: 3.954 4.963 -5.200  0.1809
C: 4.428 6.955 -3.201  0.2735
H: 4.252 7.990 -5.172  0.2060
H: 5.599 6.803 -5.080  0.2066
C: 3.776 8.219 -2.676  -0.6270
H: 2.891 8.474 -3.276  0.2121
H: 4.496 9.047 -2.738  0.2085
H: 3.497 8.105 -1.626  0.2190
C: 5.720 6.645 -2.469  -0.6274
H: 6.210 5.754 -2.883  0.2166
H: 5.533 6.520 -1.396  0.2200
H: 6.391 7.507 -2.587  0.2090
Be: 0.266 0.106 -1.380  1.7115
C: 1.289 -1.854 0.922  -0.2749
C: 0.558 -2.132 -0.227  -0.2428
C: 1.209 -1.486 -1.370  -0.7771
H: -0.340 -2.749 -0.271  0.2253
C: 2.438 -0.902 -0.826  -0.3320
C: 2.448 -1.105 0.556  -0.2947
H: 3.213 -0.773 1.260  0.1952
H: 1.042 -2.174 1.937  0.2129
H: 1.101 -1.822 -2.409  0.2267
H: 3.217 -0.429 -1.427  0.1877
C: -1.434 0.034 2.166  -0.3390
C: -0.148 0.515 2.567  -0.3531
C: 0.093 1.738 1.893  -0.4041
H: 0.535 0.009 3.246  0.1767
C: -1.046 2.021 1.070  -0.4057
C: -1.991 0.974 1.257  -0.3473
H: -2.972 0.923 0.804  0.1797
H: -1.883 -0.910 2.471  0.1862
H: 0.991 2.349 1.967  0.1663
H: -1.167 2.883 0.415  0.1656
O: 0.783 1.596 -1.685  -0.7274
C: 1.847 2.565 -1.102  -0.0423
C: 2.412 3.200 -2.348  -0.4432
H: 2.558 1.973 -0.520  0.2362
H: 1.298 3.259 -0.460  0.2158
C: 1.284 3.223 -3.384  -0.4374
H: 3.235 2.571 -2.721  0.1970
H: 2.792 4.209 -2.182  0.2612
C: 0.417 2.016 -3.111  -0.0626
H: 1.704 3.178 -4.396  0.2121
H: 0.698 4.146 -3.280  0.2101
H: 0.659 1.164 -3.761  0.1925
H: -0.659 2.215 -3.141  0.2218
C: -3.296 -0.992 -2.433  -0.7165
C: -2.207 -0.864 -1.404  0.8059
O: -2.324 -1.379 -0.293  -0.6055
O: -1.168 -0.142 -1.826  -1.0353
H: -3.358 -2.039 -2.734  0.2189
H: -3.073 -0.362 -3.294  0.2041
H: -4.244 -0.701 -1.970  0.2253

Forces on the atoms, in the same order (eV/Å):
O 0.4 0.6 -1.0
C 0.0 -0.1 0.0
C 0.0 -0.1 0.5
H 0.2 -0.3 0.2
H -0.3 0.1 0.2
C 0.5 0.7 -0.6
H 0.1 -0.3 0.0
H -0.3 -0.1 -0.1
C -0.1 0.0 0.3
H 0.2 -0.1 0.3
H -0.2 -0.2 -0.1
H -0.1 0.0 -0.1
C -0.1 0.0 0.1
H -0.2 0.2 0.2
H 0.1 -0.2 -0.2
H -0.1 -0.2 0.0
Be -0.5 -1.1 1.0
C 0.0 -0.4 -0.7
C 0.5 -0.1 0.1
C 0.4 0.3 0.7
H 0.3 0.5 0.0
C 0.0 -0.4 0.4
C 0.1 0.0 -0.6
H -0.3 0.1 -0.3
H 0.0 0.2 -0.5
H 0.1 0.0 0.4
H -0.2 0.0 0.2
C 0.5 0.9 0.1
C -0.9 0.2 -0.4
C -0.4 -0.3 -0.4
H -0.1 0.1 -0.1
C 0.2 -0.6 0.4
C 0.9 0.2 0.6
H 0.0 -0.1 -0.1
H 0.1 0.2 -0.1
H -0.1 -0.1 0.0
H 0.0 0.0 0.1
O 0.7 1.6 -1.2
C -1.4 -0.9 -0.7
C 0.4 -0.4 -0.1
H -0.4 -0.1 -0.1
H 0.0 -0.3 -0.1
C 0.0 0.4 -0.1
H -0.2 0.2 0.1
H 0.0 -0.3 0.1
C 0.4 -0.5 1.4
H -0.2 0.1 0.1
H 0.1 -0.2 -0.1
H -0.1 0.2 0.3
H 0.3 -0.2 0.2
C -0.1 0.2 -0.1
C 0.8 -0.1 1.5
O 0.1 0.4 -2.0
O -1.0 -0.1 0.0
H -0.1 0.0 -0.1
H -0.2 -0.1 0.0
H 0.1 -0.1 -0.1

Summary:
frontier orbital gap	4.02	eV
total charge	-1

=====

Max |F| readings, ordered: 5.47 7.01 2.11 eV/Å